DFT (wB97M-V/def2-TZVPD) results for a cluster of 2 separate species, C30H28O7 in total.

Structure (XYZ):
```
65
C30H28O7 | the OMol25 dataset | wB97M-V/def2-TZVPD
O -0.4020 2.4895 3.6273
C 4.8503 -4.0941 1.0802
H 2.5957 -2.6002 0.7217
C -5.0140 0.7624 4.0082
H 9.7492 -5.4880 1.2626
C 5.3012 1.8792 0.3962
C 1.6258 0.3961 3.5648
O -1.4876 -1.5109 3.1899
H 1.3306 -0.4541 0.5671
H 5.2507 4.0056 0.1176
H 3.0976 3.8224 4.9010
H 8.6371 -3.4455 1.7116
H 3.1686 3.8556 3.1240
H 3.7931 -4.2668 0.8760
H -0.4873 -3.5433 2.7402
C -2.2295 1.0425 3.8234
C -3.0722 1.7858 2.9902
C -4.4535 1.6047 3.0437
O 1.9592 1.6577 3.9122
O 0.5947 -2.0923 3.7622
C 7.5794 -3.6317 1.5351
C 3.3936 1.8981 3.9667
H -0.6366 -3.5809 4.5205
H -2.1433 -0.2613 5.5425
C -0.7499 1.3028 3.6735
C 3.2686 3.1498 0.0115
C 4.6591 3.0925 0.1791
C 3.5852 3.3897 4.0222
C 4.4991 -1.6231 0.8129
H -5.0832 2.1373 2.3273
H 7.1483 -1.5768 1.2341
C 3.1088 0.7557 0.3680
C 5.3477 -2.7586 1.0565
C 2.4980 2.0081 0.0906
C 1.2496 -4.3454 3.7527
O 2.4743 -0.4426 3.2872
C 9.2220 -5.8978 2.1343
H 1.7994 -4.2178 4.6908
C 2.4205 -0.4533 0.5855
H 3.7905 1.3776 4.8514
H -4.6014 -0.5163 5.7055
C 7.0672 -4.9479 1.5921
C 5.6872 -5.1598 1.3484
H 1.9327 -4.1422 2.9218
H -2.6265 2.5067 2.3016
H 9.5562 -6.9171 2.3247
C -4.1773 0.1117 4.9209
C 0.0638 -3.4306 3.6844
C 0.1654 0.1980 3.5488
H 5.3089 -6.1773 1.3899
H 3.8606 1.4692 3.0697
H 1.4146 2.0208 -0.0640
O 7.8149 -6.0473 1.8780
C 3.1206 -1.6484 0.6779
C 4.5145 0.7369 0.4914
C -2.7888 0.2395 4.8219
H 2.7924 4.1023 -0.2064
H 9.4057 -5.2722 3.0177
C -0.3387 -1.1669 3.4691
H 4.6523 3.6214 4.0659
H 6.3801 1.7972 0.4642
O 5.1767 -0.4395 0.7686
H 0.9167 -5.3812 3.6830
C 6.7309 -2.5749 1.2701
H -6.0972 0.6231 4.0575
```

Summary:
LUMO energy = -2.31 eV
Net charge = 0
E = -1686.59827 hartree
Orbital gap = 4.440 eV
Highest occupied orbital energy = -6.7 eV

Calculated atomic charges, method Mulliken, unit e: -0.717 -0.417 0.280 -0.416 0.333 -0.508 0.219 -0.730 0.428 0.404 0.371 0.393 0.241 0.352 0.318 0.500 -0.535 -0.500 -0.216 -0.165 -0.522 0.367 0.268 0.389 0.721 -0.813 -0.385 -1.362 1.230 0.343 0.436 0.919 0.134 -0.401 -0.739 -0.763 -0.808 0.284 -0.769 0.340 0.352 0.899 -0.901 -0.090 0.364 0.243 -0.626 -0.317 0.184 0.420 -0.218 0.417 -0.432 -0.405 0.262 -0.164 0.403 0.339 0.242 0.407 0.459 -0.401 0.443 -0.745 0.356


DFT (wB97M-V/def2-TZVPD) results for a cluster of 11 separate species, C26H46BN11O27P2 in total.

Structure (XYZ):
```
113
C26H46BN11O27P2 | the OMol25 dataset | wB97M-V/def2-TZVPD
H 4.3403 0.9191 2.7742
O 4.7786 -0.3561 0.2973
H 8.4887 -5.5169 5.3370
C 1.2291 4.6730 -1.1800
C -3.2150 -0.4034 -1.8219
C -2.1993 0.2401 -2.7274
O 6.7065 0.0376 -0.5824
C 0.8018 -0.2935 -0.5657
O 2.3769 3.0221 1.9301
N -5.1398 -3.9087 -3.2945
N 10.1546 1.0103 -2.6027
H 5.2358 -3.3164 2.7201
H -4.8165 2.5365 -1.0516
N 7.4862 -5.6871 3.5120
C -4.3455 5.0758 -6.8980
N -4.2621 -0.0280 3.7240
H 1.5895 -1.2026 6.1674
P -0.7623 3.1450 -3.3245
B 1.8583 3.2770 -1.6219
H 4.3020 -0.7307 -2.2149
C 4.2497 2.0002 2.8303
N -6.8288 0.7775 -3.0494
C -0.0102 4.5649 -0.2626
O -1.0275 -1.7798 7.8857
O -5.6722 -3.1476 -2.5165
O -2.3500 3.4336 -3.0082
H -4.4681 2.6862 -3.9939
H -9.9672 -3.3587 1.4385
O -7.7765 -3.2176 2.8138
C -5.3727 -0.7296 -0.9131
O 7.5357 -6.5851 2.7010
H -5.5412 -2.2740 0.5633
O 10.2083 0.1212 -3.4256
H 5.5828 0.4266 -2.6806
H -2.6330 4.1162 -3.6505
N 5.5023 -0.0675 -0.6374
H -5.1037 -0.0503 5.6369
C 1.4836 0.8875 -0.7389
C -4.1765 -0.3688 5.1691
N -3.6006 4.9074 -5.6240
H -6.4286 -0.4866 -0.8436
H -0.2550 5.5789 0.0861
O -5.5258 2.5551 -1.7139
H 5.6145 -1.5668 2.7717
O 3.5317 -2.0917 4.8669
O -4.4117 1.1412 3.4426
H 3.2899 4.0227 -2.6334
O -4.2438 4.5364 -4.6528
C -9.0359 -3.3085 0.8820
C -3.7976 -3.5134 -3.8004
O -7.5144 -1.6355 1.3717
O -2.2852 0.4144 -3.9223
H -0.9124 4.2131 -0.7727
H -5.1187 5.8194 -6.7272
C -3.5588 -2.0709 -0.1377
C -0.1888 1.7770 -2.2235
C -0.4019 -0.4378 -1.2250
N -0.3398 -1.3353 6.9907
H 7.7485 -7.1164 5.0302
H 4.1446 1.0068 -1.7903
O -4.6825 1.7418 -4.0881
H 11.1503 1.1524 -0.7702
H -3.6500 5.4039 -7.6616
C 4.8755 -2.3301 2.9971
O -5.6075 -4.9571 -3.6909
C 1.1114 -1.6636 7.0228
H -9.1482 -2.7059 -0.0124
H -3.3246 0.1651 5.5803
H -8.6711 -4.3021 0.6384
O -4.1748 -0.9379 2.9260
C -0.8741 0.5771 -2.0323
H 4.7086 2.4717 1.9685
H 9.3729 0.9467 -0.6670
C -4.8998 -1.7345 -0.1166
H 2.4391 1.0232 -0.2340
H -3.1510 -2.8447 0.5060
H 1.5163 -1.2726 7.9516
O 3.1810 3.2628 -2.0481
O 5.6153 -2.5508 5.1761
O -2.4162 5.1409 -5.6195
N 4.6581 -2.3245 4.4709
H 1.9932 5.2501 -0.6349
C -4.5520 -0.0242 -1.7901
N 2.7974 2.3255 2.8327
P -5.3963 1.2928 -2.7174
H 4.6753 2.3831 3.7534
H -3.1392 -3.4228 -2.9402
H 0.1491 2.1388 -5.0281
O 7.3345 -4.5102 3.2549
C 1.0185 1.9304 -1.5273
H 1.1679 -1.1036 0.0575
H -3.4459 -4.2803 -4.4811
H 0.9324 5.2709 -2.0518
C 7.6206 -6.0430 4.9509
C 10.2836 0.6332 -1.1691
H -4.7779 4.1115 -7.1507
C 4.8315 0.1773 -1.9398
H -6.9435 0.8143 -4.0576
O 10.0031 2.1886 -2.8464
H 3.9326 -2.1106 2.5095
O -0.7375 -0.6493 6.0728
N -8.0237 -2.6647 1.7631
H -4.0428 -1.4399 5.2643
C -1.2388 -1.6897 -1.0626
O -0.6617 2.6533 -4.9176
H 0.1581 3.9721 0.6421
H 10.4114 -0.4411 -1.1032
O 2.1360 1.8689 3.7376
H -3.9086 -2.5591 -4.3099
H 1.2021 -2.7448 6.9810
C -2.7194 -1.4082 -0.9949
H 6.7133 -5.7193 5.4529
O -0.7551 -2.7996 -0.9605
```

Summary:
LUMO energy = -0.59 eV
Net charge = 0
E = -4358.87033 hartree
Orbital gap = 7.378 eV
Highest occupied orbital energy = -8.0 eV

Results of the Mulliken charge analysis, in e, for atoms 1 through 99: 0.110 -0.489 0.275 -0.601 0.652 -0.180 -0.528 -1.752 -0.537 0.929 0.875 0.305 0.379 0.833 -0.853 0.885 0.264 0.473 0.762 0.262 -0.651 -1.003 -0.846 -0.559 -0.476 -0.247 0.270 0.286 -0.542 -0.869 -0.516 0.267 -0.521 0.342 0.162 0.877 0.293 -1.051 -0.695 1.037 0.539 0.410 -0.567 0.249 -0.528 -0.552 0.301 -0.635 -0.751 -0.591 -0.469 -0.594 0.068 0.309 -1.105 0.397 0.617 0.896 0.322 -0.013 -0.420 0.292 0.321 -0.699 -0.594 -0.659 0.313 0.250 0.309 -0.462 0.394 0.286 0.214 -0.406 0.993 0.543 0.298 -0.787 -0.554 -0.529 0.977 0.407 0.111 1.013 1.814 0.339 0.147 0.311 -0.490 -0.271 0.694 0.324 0.438 -0.699 -0.625 0.306 -0.385 0.216 -0.524


DFT (wB97M-V/def2-TZVPD) results for a cluster of 3 separate species, C36H65N2O8PS3 in total.

Structure (XYZ):
```
115
C36H65N2O8PS3 | the OMol25 dataset | wB97M-V/def2-TZVPD
C -5.8680 -2.1914 2.0775
H 5.5930 -0.8517 -1.3360
H -10.0178 0.4422 -1.1791
H -0.4570 3.1113 2.4585
H 4.1428 1.8677 1.5197
O -1.5518 -1.9752 3.0843
H -0.1238 2.7165 -4.2029
H 8.0584 -2.3130 -0.1926
H 0.7191 -0.8426 -2.6373
N -3.8677 -3.7101 -0.6423
H 1.9546 0.9232 0.8306
P -1.2335 0.5403 -2.9164
C 4.3721 4.1664 -4.7828
H 1.7964 2.7491 2.5627
O 2.9563 4.0456 -5.0596
H 9.4825 -1.7366 -1.0497
H 4.6435 5.1221 -5.2261
H 9.6484 -1.0378 2.8840
C -7.2438 -2.2024 1.4119
C -2.9733 -2.7329 1.3943
H 0.3496 4.4487 -4.2194
H -3.3892 -0.7428 -3.0166
C 3.7032 2.1376 0.5556
C -2.8436 -0.0116 -3.6039
N -7.2312 -2.4888 -0.0263
H -2.6312 -0.4442 -4.5851
C -10.9271 1.7258 0.2683
C 0.5221 3.4696 -4.6575
H -6.4206 -2.0779 -0.4718
H -5.6025 -4.2087 1.3779
H -11.5975 2.1948 -0.4486
C -3.7276 -3.6134 2.3486
S 2.1438 2.9405 -4.2585
H -7.7008 -1.2185 1.5446
C -1.9915 -1.7787 1.9690
H -5.9786 -1.7490 3.0724
H -7.2154 -3.4812 -0.2129
C -3.0658 -2.8222 0.0572
H -0.4054 -0.4346 3.7812
C -1.5575 -0.6013 1.1478
C -0.6598 1.6388 0.9236
C 7.7274 -0.5033 -1.2689
C -0.0693 2.9177 1.4583
C -2.2162 -1.9567 -0.8190
H 3.9107 3.1936 0.3497
H 7.1157 -1.6588 2.4107
H -12.4233 2.8900 3.8630
C 7.3049 -2.7718 4.2242
H -3.4542 -3.9360 -1.5402
H 7.6463 -0.9439 -2.2655
C 7.4492 -2.6580 2.7008
C -1.6802 -0.6943 -0.2534
H 6.2481 -2.8110 4.4978
H 3.8473 0.3139 -0.5454
H -0.5318 2.3588 -1.0777
H -0.4183 -1.6727 -3.6937
H 1.8126 3.9317 1.2658
O -11.7021 1.6943 1.4943
H 4.5120 4.2443 -3.7036
H 7.7154 -1.8879 4.7174
C -12.2124 1.8289 3.9573
H 0.5539 -0.3065 -4.3045
H 8.1994 0.4786 -1.3593
C -1.2901 0.3715 -1.0842
H -3.4616 -3.3340 3.3663
H 7.8030 -3.6620 4.6071
H 5.0060 2.9536 -6.4466
H -9.7982 -0.1156 0.4796
H 6.2843 -0.8981 0.2796
H 6.7785 -3.3849 2.2374
C 9.6715 -1.6232 1.9582
H 4.9612 2.0860 -4.9138
O 2.3801 1.6528 -4.8387
C -1.0213 0.5569 1.7371
C 6.3107 -0.3615 -0.6755
H 0.4053 3.4903 -5.7377
H 8.3301 -0.0840 1.2224
H 10.7189 -1.8600 1.7550
C 2.1860 1.9633 0.5773
C 5.8537 1.0853 -0.4239
H -11.3649 -0.3054 -0.3016
C 8.8863 -2.9094 2.2105
H -3.3797 -4.6488 2.2310
H -4.0639 -4.5591 -0.1279
C 8.6370 -1.4176 -0.4345
H 1.8280 2.1521 -0.4412
H -5.2176 -1.5391 1.4869
H -10.0731 2.3886 0.4140
H 6.2532 3.2524 -5.2211
H -0.4036 3.7491 0.8354
C 0.0021 -0.6980 -3.4489
C -0.8174 1.5184 -0.4546
O 2.3924 3.1233 -2.8572
S -10.9221 1.4000 2.8431
H 6.3712 1.7241 -1.1471
H -7.8973 -2.9365 1.8879
H 8.8785 -3.5387 1.3190
C 1.4826 2.9229 1.5315
H 6.1831 1.4055 0.5685
H -5.6634 -4.0508 3.1141
C 9.1300 -0.7212 0.8314
O -9.8410 2.3313 2.9621
C 5.1945 3.0429 -5.3770
H 9.4151 -3.4841 2.9775
H -13.0872 1.2278 3.7255
H 9.9423 -0.0481 0.5397
O -2.0081 -2.3115 -1.9605
H -3.4478 0.8807 -3.7701
S -0.8324 0.7918 3.4854
H 4.0889 1.7404 -1.5230
C 4.3383 1.2960 -0.5574
C -10.5015 0.3526 -0.2063
C -5.2575 -3.5870 2.2107
O -10.6560 -0.0018 2.9479
H -11.8459 1.5963 4.9546
```

Summary:
LUMO energy = -0.87 eV
Net charge = 0
E = -3658.06762 hartree
Orbital gap = 7.411 eV
Highest occupied orbital energy = -8.3 eV

Results of the Mulliken charge analysis, in e, for atoms 1 through 99: -0.195 0.569 0.380 0.525 0.510 -0.714 -0.035 0.274 0.291 -0.425 0.301 0.497 -0.294 0.297 -0.316 0.351 0.301 0.330 -0.778 0.095 0.320 0.279 -0.792 -1.242 -0.544 0.367 -0.396 -0.587 0.208 0.300 0.266 -1.737 1.287 0.122 0.125 0.400 0.271 0.754 0.245 -0.021 -0.162 -1.076 -1.892 0.449 0.259 0.023 0.325 -1.415 0.263 0.353 0.038 0.345 0.377 0.327 0.445 0.408 0.334 -0.267 0.262 0.301 -0.992 0.464 0.441 0.610 0.391 0.379 0.284 -0.123 0.105 0.320 -1.008 0.279 -0.658 1.231 -0.368 0.380 0.077 0.351 -0.023 -0.849 0.260 -0.816 0.354 0.306 -0.568 -0.006 0.101 0.336 0.391 0.417 -1.223 -1.499 -0.614 1.251 0.471 0.395 0.371 -0.507 0.271